<1>
ORCA calculation (the ωB97M-V functional and the def2-TZVPD basis) on a structure of composition C6H8O4.

Last column: natural (NBO) charge in e.
Element x y z (Å)
C: 2.48 1.70 -0.01  0.668
C: 1.38 1.55 0.69  -0.463
C: 1.11 0.38 -0.02  -0.044
C: -1.68 -0.63 -0.92  -0.075
C: 0.42 -0.82 0.69  0.039
C: -1.15 -0.49 0.45  0.053
O: 3.56 1.45 -0.29  -0.436
O: -0.85 0.07 -1.84  -0.751
O: 0.94 -1.06 1.94  -0.699
O: -1.38 0.82 0.87  -0.740
H: 1.04 0.27 -1.11  0.244
H: -2.74 -0.33 -0.95  0.198
H: -1.72 -1.78 -1.11  0.159
H: 0.78 -1.71 0.06  0.184
H: -1.86 -1.15 0.91  0.193
H: -1.29 0.66 -2.43  0.490
H: 1.48 -0.27 2.25  0.490
H: -0.53 1.33 0.84  0.489

Properties
molar mass	144.13	g mol⁻¹
multiplicity	1
LUMO	-0.61	eV
highest occupied orbital energy	-9.6	eV

=====

<2>
ORCA calculation (the ωB97M-V functional and the def2-TZVPD basis) on a cluster of 3 separate species, C6H8O4 in total.

Last column: natural (NBO) charge in e.
Element x y z (Å)
C: 0.45 0.06 -1.04  -0.598
C: 1.26 1.34 -0.95  -0.644
C: -1.01 0.38 0.50  0.640
O: -1.81 1.27 -0.12  -0.661
O: -0.30 0.90 1.50  -0.705
H: -1.56 2.16 0.17  0.501
H: -0.40 0.13 -1.71  0.221
H: 1.01 -0.72 -1.55  0.227
H: 2.04 1.26 -0.19  0.210
H: 0.65 2.21 -0.68  0.196
H: 1.74 1.56 -1.90  0.217
C: 1.20 -1.54 0.46  1.026
O: 1.55 -0.90 1.41  -0.613
C: -1.62 -0.90 0.67  -0.139
C: -2.14 -1.97 0.84  -0.130
O: 1.00 -2.59 -0.04  -0.513
H: 0.49 0.31 1.68  0.525
H: -2.54 -2.95 0.96  0.241

Properties
molar mass	144.13	g mol⁻¹
multiplicity	1
LUMO	0.20	eV
highest occupied orbital energy	-8.7	eV

=====

Stability ranking, top entry: <2>; the second entry is 0.0382 hartree less favorable.